[1]
A 2-piece molecular cluster, C5H15NO2 overall at a distorted geometry, computed with ωB97M-V/def2-TZVPD.

Geometry as XYZ:
```
23
Properties=species:S:1:pos:R:3:forces:R:3:nbo_charge:R:1
C 1.490063 0.281737 1.723934 0.42 1.05 -0.56 -0.4225
N 1.116663 -0.552463 0.594827 0.21 -0.03 0.13 -0.6461
C -0.306401 -0.546344 0.307393 -0.29 0.08 -0.78 -0.0511
C -0.676578 -1.761490 -0.530542 -0.15 -0.47 0.69 -0.6101
C -0.689813 0.740616 -0.435518 -0.35 0.85 -0.23 -0.4352
C -1.912443 1.462088 0.112275 -0.58 -0.91 -0.37 -0.0609
O -3.122936 0.746764 -0.201630 0.02 0.12 0.04 -0.7346
H 0.850225 1.167824 1.773904 -0.46 -0.39 0.21 0.1951
H 1.520484 -0.235527 2.681785 -0.08 0.07 0.12 0.1856
H 2.437639 0.783677 1.511297 0.41 -0.48 0.30 0.1938
H 1.475503 -1.487596 0.738161 -0.28 -0.07 0.00 0.3590
H -0.937557 -0.542393 1.205093 0.22 -0.27 0.32 0.1641
H -0.312582 -2.675483 -0.043909 0.09 0.07 -0.09 0.1976
H -0.250846 -1.712231 -1.533884 -0.16 0.05 0.02 0.2135
H -1.766283 -1.867419 -0.532221 0.16 0.16 -0.43 0.2284
H 0.110180 1.476876 -0.476385 0.44 -0.10 0.36 0.2129
H -0.904403 0.577131 -1.493601 0.07 -0.38 -0.09 0.2067
H -1.937402 1.456991 1.194354 0.34 0.38 0.30 0.1755
H -1.959594 2.471981 -0.288536 -0.02 0.22 0.15 0.1661
H -3.390198 0.951424 -1.101401 0.08 -0.02 -0.06 0.4633
O 3.191873 -0.363563 -2.076115 0.18 -0.37 -0.15 -0.9472
H 3.069970 0.543665 -1.792233 -0.13 0.03 0.20 0.4687
H 2.904436 -0.916264 -1.337048 -0.13 0.41 -0.06 0.4772
```
Positions in Å, forces in eV/Å.

- net charge = 0
- relative energy (zero: lowest compared OMol25 entry of this formula, charge and spin) (kJ/mol) = 118.1
- 2S+1 = 1
- SMILES string = CN[C@H](C)CCO.O
- highest occupied orbital energy (hartree) = -0.334
- frontier orbital gap (eV) = 9.9

=====

[2]
A 3-piece molecular cluster, C5H15NO4 overall at a distorted geometry, computed with ωB97M-V/def2-TZVPD.

Geometry as XYZ:
```
25
Properties=species:S:1:pos:R:3:forces:R:3:nbo_charge:R:1
C -2.251079 -1.411506 -0.266246 -2.56 -1.43 -1.07 -0.6619
C -2.196432 -0.139972 -1.223946 -2.51 -0.10 1.85 -0.2370
N -1.014186 0.656517 -0.823530 -0.41 -0.68 -2.84 -0.6682
C -0.080736 0.822238 -1.877128 -0.42 -0.73 1.36 0.6738
O -0.280924 0.491328 -3.036272 -0.02 0.41 1.14 -0.5968
C 1.253457 1.231489 -1.353168 3.07 0.74 0.25 -0.5365
C 1.670048 0.781859 0.155067 -1.33 2.57 -0.59 -0.0401
O 2.795691 1.499824 0.589498 0.65 4.12 0.40 -0.7309
H -2.477949 -2.407697 -0.734461 1.35 0.89 -0.85 0.2185
H -1.372925 -1.423979 0.271126 2.25 -0.49 0.82 0.2123
H -2.996639 -1.729004 0.494908 -0.47 2.13 0.12 0.2187
H -3.097328 0.536644 -1.124192 0.68 -0.87 0.14 0.1895
H -2.290740 -0.506331 -2.270221 1.15 0.70 0.75 0.2527
H -1.044493 1.188741 0.060652 0.26 -0.62 -1.10 0.4188
H 1.387956 2.377755 -1.444869 -0.28 -1.69 0.30 0.2274
H 2.078627 0.790896 -2.035618 -1.47 0.79 0.89 0.2436
H 0.843788 1.067475 0.900982 0.90 -1.35 -1.15 0.1714
H 2.102794 -0.212271 0.165709 -1.03 -0.39 0.02 0.1726
H 2.625869 2.550084 0.690181 0.26 -3.88 -0.48 0.4672
O 1.516049 -2.716379 0.934595 -1.65 1.59 -5.66 -0.9218
H 2.195297 -2.115014 0.626169 0.11 -0.07 0.06 0.4664
H 1.718584 -2.949703 1.752953 1.53 -1.62 5.68 0.4571
O -0.243172 0.832463 3.061433 3.22 2.29 -4.41 -0.9359
H -0.745481 0.798017 3.778078 -3.39 -0.53 4.79 0.4645
H -0.096075 -0.013472 2.708300 0.14 -1.79 -0.45 0.4748
```
Positions in Å, forces in eV/Å.

- net charge = 0
- relative energy (zero: lowest compared OMol25 entry of this formula, charge and spin) (kJ/mol) = 314.8
- 2S+1 = 1
- SMILES string = CCNC(=O)CCO.O.O
- highest occupied orbital energy (hartree) = -0.351
- frontier orbital gap (eV) = 9.9

=====

[3]
A 3-piece molecular cluster, C5H15NOS overall at a distorted geometry, computed with ωB97M-V/def2-TZVPD.

Geometry as XYZ:
```
23
Properties=species:S:1:pos:R:3:forces:R:3:nbo_charge:R:1
C -2.963462 1.194702 -0.235790 1.54 0.34 -0.89 -0.4255
N -1.495749 0.824696 -0.469855 -2.14 0.19 0.80 -0.6274
C -1.140686 -0.609370 -0.287181 -0.05 -0.48 -0.10 -0.0586
C 0.237037 -0.775420 -0.862803 1.04 -0.47 -0.86 -0.4753
C 1.238851 -0.314043 0.155163 1.18 0.02 -1.93 -0.4718
S 2.969411 -0.210523 -0.014356 2.03 -0.66 -1.40 0.0258
C -2.091856 -1.684334 -0.793442 -3.52 1.17 0.03 -0.6526
H -3.646582 0.593476 -0.804826 -0.27 -0.45 -0.01 0.1935
H -3.181332 1.257355 0.811567 -0.44 -0.59 0.72 0.1808
H -3.103745 2.218060 -0.577810 0.20 0.09 -0.29 0.2019
H -1.142072 1.331896 0.347793 0.82 -0.38 -0.59 0.3828
H -1.052999 -0.845247 0.760228 -0.05 0.01 0.81 0.1736
H 0.451114 -1.848215 -1.074510 -0.17 0.38 0.32 0.2117
H 0.265696 -0.268795 -1.839023 0.28 0.07 0.42 0.2334
H 1.199581 1.574680 -0.378099 -0.21 -2.71 1.32 0.1536
H 1.318155 -1.052301 0.974165 -1.90 1.13 0.73 0.2339
H 3.331657 -1.583599 0.054437 -0.53 1.36 0.09 0.0941
H -2.063613 -2.732850 -0.480237 1.18 0.28 -0.19 0.2337
H -3.059947 -1.424105 -0.331990 0.09 -0.02 0.67 0.2163
H -2.560388 -1.591650 -1.782989 1.36 -0.16 -0.60 0.2189
H 0.814524 0.915122 1.248658 -0.99 1.74 1.50 0.4713
H 1.163132 1.805202 2.467855 0.04 0.14 0.25 0.4714
O 0.399712 1.549252 1.944498 0.52 -1.00 -0.80 -0.9855
```
Positions in Å, forces in eV/Å.

- net charge = 0
- relative energy (zero: lowest compared OMol25 entry of this formula, charge and spin) (kJ/mol) = 610.7
- 2S+1 = 1
- highest occupied orbital energy (hartree) = -0.328
- frontier orbital gap (eV) = 7.6

=====

[4]
A 2-piece molecular cluster, C5H15NOS overall at a distorted geometry, computed with ωB97M-V/def2-TZVPD.

Geometry as XYZ:
```
23
Properties=species:S:1:pos:R:3:forces:R:3:nbo_charge:R:1
C -1.995196 0.369017 0.537615 1.70 -0.74 1.06 -0.4152
N -0.613875 -0.169698 0.627026 0.16 -0.11 0.32 -0.4730
C -0.562646 -1.230000 1.646892 -0.04 -0.59 -1.21 -0.4298
C 0.480108 0.810675 0.690440 -1.31 -0.54 0.01 -0.2079
C 1.823431 0.182561 0.287336 -0.46 1.15 0.58 -0.4240
C 1.955628 -0.105121 -1.211044 0.25 1.41 0.99 -0.5018
S 2.302815 1.465731 -2.104590 -0.36 0.59 0.16 -0.0691
H -2.525132 -0.429555 0.033378 -0.80 0.38 -0.24 0.1966
H -1.975716 1.342226 0.066337 -0.29 -0.03 -0.50 0.2049
H -2.387544 0.483453 1.559209 -0.29 0.15 -0.20 0.1733
H 0.404463 -1.339154 2.143060 -0.17 0.41 0.05 0.2014
H -0.712902 -2.183478 1.122695 -0.11 -0.05 0.28 0.1993
H -1.380028 -1.131142 2.356948 0.10 0.11 0.42 0.1832
H 0.576454 1.241291 1.711443 -0.02 0.07 -0.42 0.1699
H 0.081558 1.556127 -0.013268 0.90 0.34 0.26 0.1931
H 1.948266 -0.678401 0.955482 0.26 -0.07 -0.47 0.2099
H 2.542233 0.958467 0.594151 0.28 -0.55 -0.19 0.2170
H 1.020649 -0.491382 -1.582705 0.11 -0.67 -0.30 0.2210
H 2.868854 -0.673736 -1.391020 -0.49 -0.38 -0.26 0.2333
H 1.505103 2.359014 -1.410305 0.51 -0.90 -0.43 0.1185
O -1.712593 -0.968672 -2.587162 -0.51 0.77 1.36 -0.9325
H -1.162756 -0.913803 -1.779165 0.12 -0.26 -0.49 0.4711
H -2.481171 -0.454428 -2.252753 0.45 -0.49 -0.76 0.4607
```
Positions in Å, forces in eV/Å.

- net charge = 0
- relative energy (zero: lowest compared OMol25 entry of this formula, charge and spin) (kJ/mol) = 120.1
- 2S+1 = 1
- SMILES string = CN(C)CCCS.O
- highest occupied orbital energy (hartree) = -0.321
- frontier orbital gap (eV) = 9.5

=====

[5]
A 2-piece molecular cluster, C5H15NOS overall at a distorted geometry, computed with ωB97M-V/def2-TZVPD.

Geometry as XYZ:
```
23
Properties=species:S:1:pos:R:3:forces:R:3:nbo_charge:R:1
C -0.009557 1.416322 -1.766473 -0.28 -0.68 1.27 -0.7320
S 0.801023 1.865712 -0.200092 0.01 -0.06 0.17 0.1593
C -0.398712 1.517524 1.111045 -0.51 0.45 -0.01 -0.5364
C -0.400283 0.139662 1.779856 0.48 0.14 -0.54 -0.4151
C -0.321656 -1.006665 0.787103 -0.14 -0.61 -0.03 -0.0522
C -0.145191 -2.335614 1.519237 0.54 0.12 -0.39 -0.6137
N -1.507953 -1.004614 -0.073269 -0.20 0.28 -0.01 -0.8507
H 0.732868 1.795827 -2.444170 -0.14 0.04 -0.82 0.2222
H -0.152544 0.335315 -1.818205 0.28 0.21 -0.26 0.2503
H -1.002400 1.858711 -1.842819 0.24 0.40 -0.18 0.2095
H -1.393125 1.777054 0.744762 -0.02 -0.10 -0.22 0.2107
H -0.180018 2.303078 1.832714 0.02 -0.11 0.27 0.2260
H 0.448151 0.101662 2.465071 0.02 -0.21 0.00 0.2116
H -1.309635 -0.013002 2.362700 -0.10 0.23 0.21 0.1990
H 0.537928 -0.846810 0.142502 0.25 0.09 -0.06 0.1783
H -0.957922 -2.428574 2.230071 -0.06 -0.38 0.26 0.2024
H -0.127626 -3.175267 0.818064 -0.38 0.05 -0.01 0.2026
H 0.832185 -2.399647 2.010512 -0.22 0.23 0.26 0.2077
H -2.292569 -0.555492 0.376632 -0.10 -0.03 0.09 0.3512
H -1.813286 -1.920831 -0.376662 0.25 0.01 0.07 0.3645
O 1.084415 -1.660922 -2.359083 0.19 -0.28 0.10 -0.9339
H 1.134789 -2.577863 -2.649875 -0.07 0.04 -0.10 0.4687
H 1.695874 -1.631351 -1.613429 -0.04 0.16 -0.05 0.4698
```
Positions in Å, forces in eV/Å.

- net charge = 0
- relative energy (zero: lowest compared OMol25 entry of this formula, charge and spin) (kJ/mol) = 33.6
- 2S+1 = 1
- SMILES string = CSCC[C@@H](C)N.O
- highest occupied orbital energy (hartree) = -0.299
- frontier orbital gap (eV) = 8.8

=====

[6]
A 2-piece molecular cluster, C5H15NOS overall at a distorted geometry, computed with ωB97M-V/def2-TZVPD.

Geometry as XYZ:
```
23
Properties=species:S:1:pos:R:3:forces:R:3:nbo_charge:R:1
C -0.359387 -0.232988 0.622300 -0.06 0.44 -0.08 -0.3625
C -1.139155 -0.575814 -0.639992 0.14 -0.57 -0.03 -0.4244
C -0.412245 -1.584200 -1.534483 -0.17 0.62 -0.07 -0.5170
S 1.054373 -0.893859 -2.369926 -0.12 -0.17 0.01 -0.0310
C 0.539713 1.078250 0.443490 0.50 -0.50 0.10 -0.2875
N -0.143769 2.196051 0.963721 -0.59 -0.81 0.30 -0.1331
C -1.247086 2.838754 0.312288 0.10 0.26 -0.22 -0.4730
H -1.043597 -0.084825 1.455722 0.09 -0.03 0.19 0.2201
H 0.358150 -1.003276 0.893802 -0.04 -0.16 0.03 0.2403
H -2.083226 -1.047416 -0.371279 -0.17 0.13 0.19 0.2360
H -1.372395 0.338835 -1.176916 -0.13 0.02 -0.28 0.2027
H -1.061337 -1.893129 -2.343125 -0.23 0.02 -0.18 0.2430
H -0.224669 -2.484430 -0.958230 0.45 -0.10 -0.03 0.2251
H 1.961019 -1.219482 -1.451426 0.22 -0.14 0.21 0.1388
H 0.777158 1.172817 -0.608251 -0.05 0.20 -0.25 0.2695
H 1.451777 0.918413 1.021346 -0.04 0.17 -0.02 0.2504
H -0.168893 2.190213 1.982251 0.15 0.52 0.00 0.4111
H -2.151630 2.659174 0.894989 -0.10 -0.03 -0.01 0.2611
H -1.085119 3.917610 0.304127 0.04 0.16 0.07 0.2784
H -1.348249 2.498631 -0.714243 0.06 -0.05 0.06 0.2464
H 1.933697 -3.374200 0.928350 0.13 -0.15 0.06 0.4679
H 2.965035 -2.436319 1.563884 0.07 -0.24 -0.08 0.4691
O 2.799831 -2.978810 0.781597 -0.24 0.42 0.03 -0.9316
```
Positions in Å, forces in eV/Å.

- net charge = +1
- relative energy (zero: lowest compared OMol25 entry of this formula, charge and spin) (kJ/mol) = 2.5
- 2S+1 = 2
- highest occupied orbital energy (alpha / beta) (hartree) = -0.456 / -0.456
- expectation value of S² = 0.75
- frontier orbital gap (alpha / beta) (eV) = 9.2 / 4.9

=====

Question: Among the records above, which one has the highest 2S+1?
Answer: number 6

=====

Question: Number 6 is which compound?
Answer: C5H15NOS